No. 1
Density functional theory data (ωB97M-V with the def2-TZVPD basis set) for a structure of composition C24H30BeF18N2O18 in a non-equilibrium geometry.

Last column: Mulliken charge in e.
Cartesian coordinates (Å):
Be (-0.641, -0.125, 0.323)  1.41
N (-0.547, 0.256, 3.385)  0.81
O (0.290, -0.255, 2.703)  -0.30
O (-0.308, 0.500, 4.513)  -0.77
O (-1.588, 0.546, 2.882)  -0.58
N (-1.481, -1.418, -2.343)  0.43
O (-0.573, -1.819, -1.654)  -0.39
O (-1.898, -1.895, -3.390)  -0.75
O (-1.883, -0.419, -1.900)  -0.23
C (5.444, -0.705, 3.022)  -1.64
C (4.230, -0.560, 2.120)  0.69
O (4.233, -1.527, 1.023)  -0.43
C (3.147, -1.724, 0.247)  0.23
O (2.089, -1.098, 0.362)  -0.03
C (3.306, -2.811, -0.879)  0.72
F (2.497, -3.848, -0.606)  -0.22
F (2.981, -2.357, -2.093)  -0.21
F (4.548, -3.296, -0.990)  -0.28
H (6.394, -0.575, 2.503)  0.36
H (5.504, -1.730, 3.389)  0.40
H (5.343, -0.004, 3.851)  0.39
H (4.330, 0.423, 1.659)  -0.08
H (3.248, -0.759, 2.548)  0.13
C (5.161, 1.783, -1.109)  -1.60
C (3.648, 1.959, -1.075)  0.71
O (3.194, 1.252, -2.278)  -0.29
C (1.966, 0.820, -2.361)  0.23
O (1.115, 0.857, -1.490)  0.17
C (1.642, 0.323, -3.812)  0.53
F (1.380, -0.995, -3.894)  -0.17
F (0.499, 0.981, -4.197)  -0.22
F (2.544, 0.629, -4.753)  -0.27
H (5.693, 2.236, -0.272)  0.43
H (5.565, 2.229, -2.018)  0.41
H (5.429, 0.728, -1.057)  0.34
H (3.458, 3.000, -0.814)  0.19
H (3.261, 1.430, -0.204)  -0.38
C (-4.626, -3.288, -1.872)  -1.03
C (-4.791, -1.962, -1.071)  0.33
O (-4.974, -2.028, 0.324)  -0.36
C (-4.073, -1.570, 1.222)  0.33
O (-2.980, -1.107, 1.020)  -0.39
C (-4.509, -1.846, 2.702)  0.77
F (-3.537, -2.545, 3.258)  -0.17
F (-4.731, -0.668, 3.328)  -0.25
F (-5.664, -2.483, 2.700)  -0.26
H (-5.604, -3.719, -2.083)  0.38
H (-4.023, -3.934, -1.233)  0.13
H (-4.152, -3.152, -2.844)  0.30
H (-5.752, -1.528, -1.347)  0.37
H (-4.005, -1.249, -1.318)  -0.27
C (-1.363, -6.444, -0.582)  -1.65
C (-1.042, -5.027, -0.285)  0.84
O (-0.579, -4.945, 1.048)  -0.34
C (-0.286, -3.775, 1.640)  0.00
O (-0.390, -2.582, 1.244)  0.21
C (0.208, -4.037, 3.033)  0.83
F (-0.518, -3.202, 3.825)  -0.20
F (0.268, -5.261, 3.480)  -0.27
F (1.440, -3.582, 3.103)  -0.25
H (-2.240, -6.828, -0.060)  0.36
H (-0.598, -7.168, -0.303)  0.43
H (-1.460, -6.700, -1.637)  0.41
H (-1.897, -4.388, -0.507)  -0.24
H (-0.182, -4.662, -0.845)  0.09
C (1.029, 5.899, -1.094)  -1.61
C (0.604, 4.581, -0.482)  0.84
O (1.434, 4.235, 0.547)  -0.32
C (1.216, 3.151, 1.306)  0.00
O (0.444, 2.206, 1.062)  0.40
C (2.097, 3.181, 2.593)  0.60
F (2.915, 4.188, 2.723)  -0.29
F (1.277, 3.196, 3.662)  -0.22
F (2.864, 2.106, 2.497)  -0.15
H (0.397, 6.163, -1.942)  0.35
H (2.029, 5.815, -1.519)  0.38
H (1.169, 6.674, -0.341)  0.39
H (0.687, 3.901, -1.330)  -0.13
H (-0.430, 4.656, -0.145)  -0.06
C (-2.072, 3.497, -3.170)  -0.76
C (-3.253, 3.016, -2.319)  0.02
O (-3.246, 3.692, -0.988)  -0.36
C (-2.829, 3.075, 0.138)  0.27
O (-2.278, 1.954, 0.095)  -0.41
C (-3.038, 3.942, 1.436)  0.86
F (-1.822, 4.206, 1.830)  -0.17
F (-3.879, 5.011, 1.252)  -0.27
F (-3.603, 3.260, 2.391)  -0.24
H (-2.296, 3.287, -4.216)  0.48
H (-1.154, 2.934, -3.007)  -0.10
H (-1.902, 4.573, -3.130)  0.30
H (-3.367, 1.932, -2.276)  -0.02
H (-4.155, 3.315, -2.853)  0.33

**Net charge**: 0
**Spin multiplicity**: 1
**E**: -114514.8915 eV
**Kohn-Sham gap**: 0.2507 hartree
**E_HOMO**: -8.4 eV

No. 2
Density functional theory data (ωB97M-V with the def2-TZVPD basis set) for a structure of composition C24H30BiCl3N4 in a non-equilibrium geometry.

Last column: natural (NBO) charge in e.
Cartesian coordinates (Å):
Bi (0.563, 0.265, -0.904)  1.72
C (1.768, -3.400, 0.785)  -0.35
C (0.568, -3.042, 1.635)  -0.47
C (-0.521, -2.075, 1.131)  -0.31
N (-0.099, -0.674, 1.157)  -0.67
C (0.014, -0.038, 2.314)  0.33
C (-0.271, -0.672, 3.545)  -0.34
C (-0.198, -0.256, 4.865)  -0.13
C (0.215, 0.940, 5.418)  -0.28
C (0.651, 2.035, 4.690)  -0.13
C (0.755, 2.214, 3.326)  -0.32
C (0.475, 1.375, 2.217)  0.21
N (0.581, 1.811, 0.985)  -0.63
C (0.895, 3.203, 0.740)  -0.24
C (0.673, 3.547, -0.719)  -0.41
C (-0.751, 3.220, -1.152)  -0.23
N (-0.919, 1.838, -1.570)  -0.72
C (-2.029, 1.518, -2.255)  0.29
C (-3.106, 2.391, -2.348)  -0.32
C (-4.317, 2.335, -3.056)  -0.15
C (-4.782, 1.383, -3.915)  -0.26
C (-4.105, 0.198, -4.252)  -0.15
C (-2.932, -0.315, -3.784)  -0.26
C (-1.981, 0.159, -2.824)  0.23
N (-0.977, -0.590, -2.450)  -0.62
C (-0.951, -1.982, -2.863)  -0.27
C (-1.182, -2.964, -1.997)  -0.61
H (2.610, -2.718, 0.852)  0.23
H (0.834, -1.774, -0.781)  -0.29
H (1.020, -2.590, 2.524)  0.24
H (0.076, -3.960, 1.963)  0.22
H (-1.395, -2.222, 1.773)  0.20
H (-0.861, -2.342, 0.119)  0.31
H (-0.636, -1.683, 3.454)  0.21
H (-0.513, -1.012, 5.577)  0.21
H (0.200, 1.028, 6.496)  0.21
H (0.953, 2.898, 5.275)  0.21
H (1.128, 3.190, 3.053)  0.21
H (1.921, 3.446, 1.049)  0.19
H (0.228, 3.847, 1.328)  0.19
H (1.397, 3.048, -1.371)  0.20
H (0.841, 4.618, -0.848)  0.22
H (-1.023, 3.865, -1.995)  0.20
H (-1.428, 3.479, -0.325)  0.18
H (-3.015, 3.285, -1.748)  0.21
H (-4.964, 3.190, -2.890)  0.21
H (-5.746, 1.548, -4.380)  0.21
H (-4.602, -0.424, -4.989)  0.21
H (-2.666, -1.275, -4.202)  0.24
H (2.254, -4.506, -1.138)  0.06
H (-0.749, -2.068, -3.937)  0.15
H (2.094, -4.428, 0.906)  0.22
H (-1.181, -3.917, -2.556)  0.14
Cl (1.600, -3.270, -1.119)  0.79
C (2.974, -2.500, -1.731)  -0.95
H (3.471, -3.071, -2.494)  0.23
H (2.908, -1.431, -1.658)  0.21
Cl (3.562, 0.163, 1.073)  -0.02
C (4.947, -0.930, 0.897)  -0.40
Cl (5.037, -2.096, 2.225)  -0.03
H (5.852, -0.335, 0.914)  0.22
H (4.834, -1.477, -0.033)  0.25

**Net charge**: 0
**Relative energy (zero: lowest compared OMol25 entry of this formula, charge and spin)**: 116.6 kJ/mol
**Spin multiplicity**: 1
**E**: -74727.6592 eV
**Kohn-Sham gap**: 0.2166 hartree
**E_HOMO**: -6.2 eV

No. 3
Density functional theory data (ωB97M-V with the def2-TZVPD basis set) for a structure of composition C24H30Br4N2O2Se2Si2TaTe.

Last column: natural (NBO) charge in e.
Cartesian coordinates (Å):
Ta (1.216, 0.218, 0.735)  1.94
Se (2.183, 1.572, 2.898)  0.40
Se (4.434, 1.072, 2.519)  0.41
C (4.163, -0.676, 1.800)  0.05
C (5.211, -1.564, 1.980)  -0.25
C (5.111, -2.847, 1.469)  -0.06
C (3.943, -3.216, 0.811)  -0.21
C (2.946, -2.284, 0.663)  0.06
N (3.039, -1.014, 1.139)  -0.60
C (1.498, -0.059, 3.699)  0.04
C (1.640, -0.422, 5.016)  -0.22
C (1.024, -1.608, 5.420)  -0.08
C (0.301, -2.350, 4.499)  -0.20
C (0.207, -1.903, 3.192)  0.08
N (0.799, -0.770, 2.790)  -0.60
H (6.093, -1.255, 2.526)  0.27
H (5.924, -3.549, 1.597)  0.27
H (3.810, -4.207, 0.402)  0.27
H (2.047, -2.539, 0.116)  0.24
H (2.203, 0.191, 5.707)  0.28
H (1.105, -1.939, 6.448)  0.27
H (-0.191, -3.269, 4.786)  0.28
H (-0.345, -2.462, 2.445)  0.23
Br (3.349, 0.653, -5.856)  0.22
C (2.844, 1.067, -4.107)  -0.12
C (2.875, 2.406, -3.652)  -0.14
Br (3.415, 3.775, -4.799)  0.22
C (2.501, 2.731, -2.345)  -0.14
Br (2.503, 4.462, -1.651)  0.19
C (2.110, 1.690, -1.524)  0.17
O (1.687, 1.780, -0.228)  -0.73
C (2.072, 0.379, -1.975)  0.24
O (1.603, -0.471, -1.021)  -0.73
C (2.436, 0.034, -3.262)  -0.19
Br (2.320, -1.766, -3.763)  0.17
C (-3.479, 1.702, 3.177)  -1.13
Si (-2.765, 1.555, 1.477)  1.68
C (-0.860, 1.856, 1.552)  -1.11
C (-3.556, 2.688, 0.248)  -1.14
C (-2.800, -0.273, 0.944)  -1.14
Te (-1.206, -1.010, -0.257)  0.87
C (-1.421, 0.246, -1.959)  -1.08
Si (-2.690, -0.444, -3.246)  1.64
C (-1.936, -2.019, -3.887)  -1.13
C (-4.298, -0.750, -2.355)  -1.14
C (-2.806, 0.889, -4.530)  -1.12
H (-3.410, 2.731, 3.537)  0.27
H (-2.983, 1.054, 3.903)  0.24
H (-4.538, 1.436, 3.169)  0.28
H (-0.544, 2.786, 2.022)  0.29
H (-0.549, 1.869, 0.498)  0.26
H (-0.553, 0.989, 2.158)  0.23
H (-3.543, 3.713, 0.626)  0.28
H (-4.606, 2.410, 0.124)  0.28
H (-3.095, 2.695, -0.740)  0.25
H (-3.698, -0.515, 0.372)  0.29
H (-2.800, -0.923, 1.824)  0.26
H (-0.431, 0.269, -2.418)  0.26
H (-1.667, 1.242, -1.591)  0.24
H (-1.795, -2.775, -3.111)  0.24
H (-0.971, -1.834, -4.364)  0.25
H (-2.588, -2.463, -4.642)  0.28
H (-4.241, -1.574, -1.637)  0.23
H (-5.061, -1.039, -3.083)  0.28
H (-4.672, 0.143, -1.848)  0.24
H (-1.835, 1.097, -4.982)  0.25
H (-3.204, 1.822, -4.126)  0.25
H (-3.475, 0.571, -5.333)  0.28

**Net charge**: +3
**Relative energy (zero: lowest compared OMol25 entry of this formula, charge and spin)**: 37.3 kJ/mol
**Spin multiplicity**: 1
**E**: -467890.3768 eV
**Kohn-Sham gap**: 0.1990 hartree
**E_HOMO**: -15.8 eV

No. 4
Density functional theory data (ωB97M-V with the def2-TZVPD basis set) for a structure of composition C24H30Cl2CoN6O4S.

Last column: natural (NBO) charge in e.
Cartesian coordinates (Å):
Co (-0.399, -0.494, 1.062)  1.54
Cl (2.944, 2.056, 7.133)  0.03
C (2.424, 1.387, 5.621)  -0.09
C (3.267, 0.503, 4.937)  -0.17
C (2.874, -0.035, 3.740)  -0.13
Cl (3.930, -1.115, 2.880)  0.01
C (1.616, 0.256, 3.155)  0.46
O (1.305, -0.266, 2.014)  -0.88
C (0.776, 1.139, 3.884)  -0.31
C (-0.564, 1.465, 3.439)  0.45
O (-1.180, 0.956, 2.504)  -0.64
C (1.205, 1.705, 5.097)  -0.15
H (4.232, 0.247, 5.360)  0.25
H (-1.074, 2.248, 4.022)  0.15
H (0.550, 2.388, 5.631)  0.23
N (-1.253, -1.850, 2.805)  -0.88
C (-1.696, -3.244, 2.585)  -0.21
C (-2.329, -3.406, 1.204)  -0.52
C (-1.239, -3.255, 0.169)  0.81
O (-0.748, -4.264, -0.368)  -0.72
O (-0.818, -2.053, -0.043)  -0.90
H (-0.610, -1.813, 3.586)  0.39
H (-2.051, -1.282, 3.069)  0.38
H (-2.403, -3.560, 3.351)  0.20
H (-0.825, -3.893, 2.657)  0.20
H (-3.089, -2.636, 1.054)  0.22
H (-2.780, -4.390, 1.112)  0.24
C (1.188, 4.378, -1.118)  -0.42
C (1.899, 3.154, -0.583)  -0.21
N (0.897, 2.251, -0.025)  -0.62
C (-0.307, 2.003, -0.638)  0.65
N (-0.969, 0.942, -0.280)  -0.72
C (-2.329, 0.736, -0.791)  -0.22
C (-2.995, 2.048, -1.145)  -0.43
C (-2.091, 2.784, -2.114)  -0.20
N (-0.760, 2.928, -1.525)  -0.43
C (0.119, 3.947, -2.103)  -0.20
H (1.894, 5.048, -1.606)  0.23
H (0.723, 4.909, -0.286)  0.22
H (2.592, 3.425, 0.211)  0.22
H (2.476, 2.670, -1.381)  0.18
H (1.217, 1.505, 0.573)  0.41
H (-2.905, 0.202, -0.033)  0.20
H (-2.290, 0.092, -1.676)  0.20
H (-3.126, 2.649, -0.242)  0.21
H (-3.973, 1.876, -1.593)  0.23
H (-2.470, 3.784, -2.314)  0.21
H (-2.037, 2.250, -3.069)  0.19
H (-0.500, 4.800, -2.375)  0.22
H (0.580, 3.568, -3.023)  0.19
N (2.091, -3.015, 0.074)  -0.75
C (1.754, -2.318, -1.003)  0.34
S (2.161, -0.649, -0.980)  0.32
N (1.112, -2.897, -1.984)  -0.57
C (0.588, -2.332, -3.180)  0.22
C (0.941, -1.084, -3.675)  -0.27
C (0.367, -0.616, -4.849)  -0.18
C (-0.552, -1.392, -5.537)  -0.21
C (-0.899, -2.642, -5.041)  -0.18
C (-0.332, -3.112, -3.869)  -0.24
H (2.444, -2.529, 0.890)  0.44
H (1.692, -3.937, 0.200)  0.43
H (0.616, -3.740, -1.666)  0.46
H (1.681, -0.466, -3.169)  0.21
H (0.650, 0.357, -5.230)  0.22
H (-0.994, -1.027, -6.456)  0.23
H (-1.615, -3.258, -5.569)  0.23
H (-0.608, -4.086, -3.477)  0.23

**Net charge**: +1
**Relative energy (zero: lowest compared OMol25 entry of this formula, charge and spin)**: 51.9 kJ/mol
**Spin multiplicity**: 5
**E**: -116009.9429 eV
**Kohn-Sham gap (spin up / spin down)**: 0.2941 / 0.1723 hartree
**E_HOMO (spin up / spin down)**: -10.7 / -10.7 eV
**Expectation value of S²**: 6.009